1.
{"formula": "C6H9N", "method": "the ωB97M-V functional and the def2-TZVPD basis", "e_lumo_ev": 1.06, "multiplicity": 1, "de_lowest_ev": 4.303, "total_energy_ev": -7853.8567, "homo_energy_ev": -8.97, "symbols": ["H", "C", "H", "H", "H", "H", "C", "H", "C", "H", "H", "H", "N", "C", "C", "C"], "xyz": [[-2.187700, -1.610327, -0.340258], [-1.747324, -0.617463, -0.317873], [1.051516, 1.760944, 0.993123], [1.093077, -1.832269, -0.767994], [0.516454, 0.558976, -1.897087], [-1.523528, 1.025863, 1.209683], [-0.292376, -0.382516, -0.031828], [1.377825, -1.549683, 0.997272], [1.365814, 1.446304, -0.002749], [1.749054, 2.256076, -0.622679], [-1.420204, -0.672000, 1.874439], [-2.198371, 0.079462, -1.028897], [1.937189, 0.118947, -0.320928], [-1.321007, -0.023256, 1.002503], [0.569965, 0.557389, -0.821576], [1.029621, -1.116446, 0.074844]], "atomic_forces_ev_per_a": [[0.16, 0.09, 0.10], [0.12, -0.22, -0.16], [-0.05, -0.29, -0.13], [0.40, 0.41, 0.52], [-0.43, 0.65, -0.26], [-0.01, -0.16, -0.12], [0.33, 0.18, -0.17], [-0.21, -0.45, 0.49], [-0.39, 0.15, 0.07], [0.80, -0.29, 0.42], [0.22, 0.14, -0.24], [0.22, -0.26, 0.11], [-1.13, -1.13, -0.61], [0.19, 0.15, 0.06], [-0.90, 1.09, -0.71], [0.71, -0.05, 0.62]]}

2.
{"formula": "CH3N2O2P", "method": "the ωB97M-V functional and the def2-TZVPD basis", "e_lumo_ev": [-0.41, -0.41], "multiplicity": 1, "de_lowest_ev": 6.338, "smiles": "[O-][N+]#P.CN=O", "total_energy_ev": -17444.4178, "homo_energy_ev": [-8.93, -8.94], "symbols": ["N", "H", "P", "N", "H", "O", "C", "H", "O"], "xyz": [[-1.041400, -0.944758, 0.757575], [0.296022, 0.016857, -0.437140], [-3.597628, -0.754562, 1.016349], [-3.210751, 0.509104, 1.662726], [0.349493, 0.597209, 1.155216], [-2.745319, 1.528287, 2.057246], [-0.342883, 0.240409, 0.398034], [-1.106470, 1.018070, 0.057062], [-0.682550, -1.457872, 1.811099]], "atomic_forces_ev_per_a": [[0.59, -1.99, 1.55], [-0.01, -0.35, -0.81], [-1.21, -1.68, -0.58], [0.39, 1.31, 0.08], [-0.36, 0.16, 0.50], [0.10, 0.60, 0.61], [-0.29, 2.07, -0.40], [1.09, -0.97, 0.54], [-0.31, 0.85, -1.49]]}

3.
{"formula": "C45H58BBrKN12P", "method": "the ωB97M-V functional and the def2-TZVPD basis", "e_lumo_ev": 3.88, "total_charge": -2, "multiplicity": 1, "de_lowest_ev": 0.750, "total_energy_ev": -161823.1913, "homo_energy_ev": -1.89, "symbols": ["N", "H", "H", "H", "H", "H", "C", "H", "H", "C", "C", "H", "H", "H", "H", "C", "C", "C", "H", "H", "C", "C", "C", "C", "N", "H", "C", "H", "N", "H", "H", "Br", "C", "H", "H", "B", "H", "C", "H", "C", "H", "H", "C", "H", "C", "H", "C", "C", "N", "C", "C", "N", "H", "K", "C", "H", "C", "C", "H", "C", "H", "C", "N", "H", "H", "H", "C", "H", "H", "C", "N", "H", "H", "C", "H", "C", "H", "H", "C", "H", "C", "C", "H", "H", "H", "C", "H", "H", "C", "H", "C", "H", "C", "N", "N", "N", "H", "C", "H", "H", "N", "H", "C", "C", "H", "C", "H", "H", "C", "N", "H", "H", "H", "C", "H", "C", "C", "P", "C"], "xyz": [[0.629594, 1.862191, -2.260956], [5.955927, 0.794876, -4.147147], [6.315172, 0.611178, 2.738993], [-3.588060, 0.449650, 5.394233], [-4.873275, 3.737788, 0.012572], [4.747679, 2.470556, -4.376979], [-2.469749, 0.145407, 5.429330], [-3.344662, 1.836248, 2.221285], [-4.998667, 2.098884, 1.656356], [0.543811, 4.755489, -2.036698], [-1.671151, 1.699178, -1.388264], [1.521562, 4.366416, -1.652995], [3.721713, -2.331875, -1.950459], [6.248946, -0.962657, -4.248741], [-3.846889, 4.079756, 1.373412], [-4.765356, -1.149230, -0.461635], [-0.224939, 1.276116, -4.478809], [-1.662995, 4.431135, -0.841876], [-6.225837, -2.088426, 3.785442], [-4.637256, 1.189489, 3.204159], [-4.205033, -2.862957, 3.627931], [1.023893, -0.346574, -5.757933], [-1.054423, 1.763905, 3.991086], [6.079600, -1.562816, 3.005388], [6.104114, -3.488167, 0.144729], [-3.928322, 5.377057, 0.128569], [3.519337, -0.742578, 3.733910], [-4.771636, -4.495060, 5.023616], [-3.009948, -2.291177, 3.443553], [5.244290, -3.536338, 3.341352], [1.087653, 2.372880, 1.662235], [1.773968, -0.120976, 4.020048], [5.020015, 2.561415, -1.592629], [5.267790, -2.555035, -2.690291], [2.917531, -0.940765, -4.964268], [-2.429563, -1.292139, 2.375176], [-6.025939, -3.327854, 2.552878], [-0.545266, 2.508428, -1.822141], [6.978859, -1.938844, 2.560975], [-1.577506, 0.188443, -1.422425], [4.915281, 2.139954, -0.562298], [5.076855, 3.644770, -1.335701], [-5.133150, 0.058713, 0.141520], [-1.607883, -0.220518, -0.402064], [-3.910978, 4.293404, 0.290125], [1.122346, -0.472444, -7.884773], [3.952419, 2.850431, -3.815456], [4.717154, -0.486013, -2.834780], [2.127234, -2.153350, 0.977787], [5.000745, -3.738888, 0.342382], [2.917195, -2.976272, 0.761001], [-3.229770, -4.214853, -0.380407], [-5.356180, -1.706157, 2.249395], [0.880652, -0.003238, 0.043493], [-2.734344, 2.305659, -0.687070], [5.378869, -0.148597, -2.053047], [-0.096081, 0.456724, -5.584515], [-0.643257, 1.796374, 2.651097], [-0.786289, 0.439976, -6.369885], [-1.772988, 0.627404, 4.200808], [0.688967, 4.779612, -3.112667], [1.164840, -1.137273, -7.045759], [4.446647, 0.171517, 3.419666], [4.892244, -0.158438, -5.039276], [0.555250, 5.852693, -1.806684], [-0.827200, -4.706242, 5.378403], [-4.358879, 0.170539, 1.279675], [-1.613385, 5.478778, -0.521098], [-5.790360, -1.012750, -2.377292], [-4.331719, 1.387331, 2.167000], [-1.766762, -0.020746, 2.964520], [-1.979300, 0.611607, 6.303383], [-2.129275, -5.906164, 5.279503], [2.026904, -0.352354, -4.791151], [-2.017561, -4.877676, 6.717173], [3.798675, -2.092415, 3.763419], [-0.813884, 2.519720, 4.661050], [2.112416, -1.638867, -7.089326], [-5.527858, -2.418001, 3.006208], [-2.460196, -0.887028, 5.620598], [-4.013785, -3.892614, 4.518056], [5.715337, -0.208755, 3.133475], [4.158762, 3.869914, -3.853061], [-3.607031, 1.736363, -0.381494], [-5.902943, 0.712495, -0.139399], [4.384612, -1.987530, -2.754276], [3.038640, 2.786384, -1.997716], [5.972886, 2.178901, -1.984695], [1.924685, 0.396323, -3.640613], [3.859018, -2.295338, -3.648676], [-0.603076, 3.897304, -1.571465], [-1.516947, -1.892297, 1.740713], [0.168914, 2.834058, 1.997640], [-2.035653, -2.932233, 4.144944], [3.709935, -4.034951, 0.542618], [-3.818171, -1.736233, 0.278719], [2.971491, -2.749928, 3.890500], [-1.882662, -4.888353, 5.620319], [-2.513707, -0.141497, -1.877817], [-4.272889, -1.828795, -2.331491], [-1.112317, 0.689264, 2.035930], [0.322344, 3.752029, 2.665287], [-2.665550, -3.918730, 4.837308], [0.767305, 1.185591, -3.416082], [-0.785898, -0.151409, -2.118191], [3.792490, 2.218830, -2.419670], [0.430337, -1.942322, -7.167900], [-0.284083, 3.237594, 1.088169], [5.463972, -0.172932, -4.127767], [-3.553537, -0.899671, 1.355975], [2.992383, 2.681609, -4.421015], [-5.622800, -2.758986, -1.614030], [-1.077835, 2.018492, -4.489642], [5.050380, -2.495369, 3.368283], [-3.559347, -3.200909, -0.033815], [-2.885550, -5.291024, -0.614589], [-2.704955, 3.658149, -0.387844], [3.164340, 0.483615, -2.320433], [-5.201498, -1.716924, -1.764219]], "atomic_forces_ev_per_a": [[0.14, 0.67, 0.41], [0.20, 0.10, 0.44], [0.26, -0.24, 0.42], [1.68, -0.32, 0.21], [1.16, 1.16, -0.08], [1.23, -1.19, -0.87], [-1.45, 2.01, 0.22], [0.22, -0.02, -0.15], [0.09, -0.10, 0.65], [1.50, 0.73, 0.26], [0.88, 1.00, 0.90], [-0.76, 0.15, -0.17], [0.25, 0.57, 0.18], [-0.39, 0.61, -0.02], [0.03, 0.47, -0.21], [0.18, 0.51, 1.04], [-0.28, 0.12, -0.10], [0.69, 0.52, 0.18], [0.23, 0.31, -0.18], [-0.17, 0.02, -0.32], [-1.16, 0.27, -0.02], [0.35, -0.82, -0.41], [0.29, 0.23, -0.73], [-2.40, 0.07, 0.96], [1.81, 0.10, -0.20], [-0.36, -0.30, -0.03], [1.84, 1.14, -0.54], [0.10, 0.11, -0.53], [1.30, 0.56, -0.51], [0.26, -0.85, -0.30], [0.75, 0.34, 0.21], [-0.22, 0.11, 0.09], [0.16, -0.40, 1.97], [1.26, -0.83, 0.13], [-0.01, -0.06, -0.06], [0.78, -1.11, -0.51], [0.59, 0.94, 0.30], [-0.55, -1.51, 0.02], [0.43, 0.15, 0.03], [-1.01, 0.40, -1.08], [0.12, -0.14, -0.63], [0.12, -0.49, -0.81], [0.27, -1.10, 0.33], [0.35, -0.04, -0.37], [-0.35, -1.32, 0.62], [-0.18, 0.31, -0.72], [-2.84, -1.80, -0.65], [-1.55, 0.22, -0.33], [-0.01, 0.19, -0.02], [-2.67, -0.12, 0.29], [0.84, -1.47, -0.25], [-0.79, 1.33, 0.55], [-0.31, 0.78, -0.60], [0.16, 0.06, 0.15], [0.85, -0.21, -0.80], [0.29, -0.37, 0.67], [1.37, 0.28, 1.24], [-1.52, -1.32, 0.24], [-1.26, 0.28, -1.02], [-0.16, -1.63, -1.82], [-0.22, -0.51, -0.36], [-0.20, -0.29, 0.80], [-0.16, -0.33, 0.61], [-0.61, -0.30, -0.27], [-0.64, -0.89, 0.43], [-0.18, -0.13, 0.27], [0.45, 0.42, 0.20], [-0.07, -0.18, -0.39], [-0.24, -0.54, 0.63], [-0.29, -0.32, -0.19], [-0.82, 0.11, 1.20], [-0.44, 0.06, -0.33], [0.13, 0.20, 0.15], [-0.24, -0.04, -0.58], [-0.05, 0.24, -0.43], [-0.13, 0.43, -0.44], [0.28, 1.06, 1.35], [0.71, -0.19, 0.04], [0.03, -2.37, 0.82], [0.22, -1.50, -0.26], [-1.09, -0.79, 1.08], [-1.04, -0.97, -1.15], [0.01, 2.17, 0.69], [0.39, -0.09, -0.12], [-0.74, 0.85, -0.50], [-0.90, 0.57, 0.07], [-1.93, 0.87, 1.04], [-0.21, 0.29, -0.08], [0.21, 0.29, 0.18], [-0.04, -0.01, -0.45], [0.32, 0.11, -0.17], [-1.01, 0.49, 0.45], [-0.01, 1.45, -0.10], [-0.77, -0.91, 0.81], [0.25, 1.22, 0.18], [-0.33, 0.87, 0.45], [-0.22, -0.71, 0.31], [0.62, -0.74, 0.23], [-0.03, -0.32, -0.01], [-0.09, -0.34, -0.17], [0.96, 1.23, 0.36], [0.15, -1.54, -0.74], [0.70, 1.83, -1.29], [-1.96, 1.34, -0.06], [-0.28, -0.03, 0.82], [1.61, 0.74, -1.60], [-0.20, 0.26, 0.03], [-0.27, -0.19, 0.01], [0.88, -0.61, -0.20], [-0.20, -0.46, -0.94], [1.31, 0.22, 0.73], [0.11, 1.34, -0.50], [1.09, -0.96, 0.60], [1.36, 1.21, -0.06], [0.96, -0.63, -0.19], [0.24, -0.92, -0.29], [-1.31, 0.17, -0.41], [0.84, -0.32, 0.28], [0.47, -0.98, -0.22]]}

4.
{"formula": "C3H11N2O", "method": "the ωB97M-V functional and the def2-TZVPD basis", "e_lumo_ev": -3.20, "total_charge": 1, "multiplicity": 1, "de_lowest_ev": 0.394, "total_energy_ev": -8311.3987, "homo_energy_ev": -14.01, "symbols": ["H", "O", "H", "C", "C", "H", "H", "C", "H", "H", "H", "H", "N", "H", "N", "H", "H"], "xyz": [[0.300768, -0.979747, -2.119025], [0.339294, 0.384355, 0.273306], [1.391577, -1.272016, -0.038142], [0.690339, -1.982823, -1.902309], [-0.576815, 1.010842, 0.782000], [-1.802743, 1.225524, -1.091496], [-1.579069, 2.673794, -0.138728], [-1.706617, 1.587807, -0.057999], [-0.171685, -2.485328, -1.424003], [0.031369, 1.123014, 2.708566], [-1.597943, 1.649254, 2.446294], [0.983403, -2.574667, -2.769865], [-0.773163, 1.196884, 2.103966], [2.495112, -1.112013, -1.155067], [1.752123, -1.767028, -0.896570], [-2.739396, 1.501511, 0.262248], [2.223972, -2.616832, -0.583530]], "atomic_forces_ev_per_a": [[0.32, -0.37, -0.45], [0.93, -0.27, 0.12], [-0.41, -0.32, -0.69], [-1.66, 0.47, 0.28], [-2.43, -0.04, -0.27], [0.82, -0.15, 0.33], [0.28, -0.10, 0.02], [-0.39, 0.70, -1.24], [0.71, 0.03, -0.02], [-0.21, -0.19, 0.18], [-0.04, 0.24, -0.01], [0.39, 0.39, 0.20], [1.19, -0.18, -0.24], [-0.11, -0.16, -0.69], [0.72, 0.43, 1.59], [0.05, -0.37, 1.00], [-0.16, -0.11, -0.12]]}

Q: Which formula does entry 4 have?
A: C3H11N2O

Repeat the fourth record exactly.
{"formula": "C3H11N2O", "method": "the ωB97M-V functional and the def2-TZVPD basis", "e_lumo_ev": -3.20, "total_charge": 1, "multiplicity": 1, "de_lowest_ev": 0.394, "total_energy_ev": -8311.3987, "homo_energy_ev": -14.01, "symbols": ["H", "O", "H", "C", "C", "H", "H", "C", "H", "H", "H", "H", "N", "H", "N", "H", "H"], "xyz": [[0.300768, -0.979747, -2.119025], [0.339294, 0.384355, 0.273306], [1.391577, -1.272016, -0.038142], [0.690339, -1.982823, -1.902309], [-0.576815, 1.010842, 0.782000], [-1.802743, 1.225524, -1.091496], [-1.579069, 2.673794, -0.138728], [-1.706617, 1.587807, -0.057999], [-0.171685, -2.485328, -1.424003], [0.031369, 1.123014, 2.708566], [-1.597943, 1.649254, 2.446294], [0.983403, -2.574667, -2.769865], [-0.773163, 1.196884, 2.103966], [2.495112, -1.112013, -1.155067], [1.752123, -1.767028, -0.896570], [-2.739396, 1.501511, 0.262248], [2.223972, -2.616832, -0.583530]], "atomic_forces_ev_per_a": [[0.32, -0.37, -0.45], [0.93, -0.27, 0.12], [-0.41, -0.32, -0.69], [-1.66, 0.47, 0.28], [-2.43, -0.04, -0.27], [0.82, -0.15, 0.33], [0.28, -0.10, 0.02], [-0.39, 0.70, -1.24], [0.71, 0.03, -0.02], [-0.21, -0.19, 0.18], [-0.04, 0.24, -0.01], [0.39, 0.39, 0.20], [1.19, -0.18, -0.24], [-0.11, -0.16, -0.69], [0.72, 0.43, 1.59], [0.05, -0.37, 1.00], [-0.16, -0.11, -0.12]]}

Q: Which formula does entry 3 have?
A: C45H58BBrKN12P